The following is a quantum chemistry calculation of a cluster of 6 separate species, C40H60N3O22P in total at a distorted geometry, from OMol25.

HOMO-LUMO gap	0.2863	Eh
LUMO level	-0.78	eV
SMILES	CCCCCCCCCc1c(C[C@@H](C)O)c(CNC)c(P(=O)(O)O)c2nc(O)c(COC(C)=O)nc12.O=C1OCCO1.O=C1OCCO1.O=C1OCCO1.O=C1OCCO1.O=C1OCCO1

Element x y z (Å)
C  -6.761  -5.062  -2.402
C  -6.675  -3.912  -3.418
C  -7.686  -2.811  -3.094
C  -7.226  -1.401  -3.555
C  -6.655  -0.565  -2.408
C  -5.302  -1.080  -1.913
C  -4.376  0.012  -1.367
C  -3.980  1.106  -2.359
C  -3.190  0.644  -3.592
C  -2.188  -0.457  -3.334
C  -2.289  -1.700  -3.959
C  -3.412  -1.995  -4.926
C  -3.090  -1.596  -6.388
C  -3.224  -2.755  -7.371
O  -3.959  -0.531  -6.758
C  -1.310  -2.723  -3.698
C  -1.499  -4.058  -4.384
N  -2.166  -5.082  -3.573
C  -2.819  -4.646  -2.355
C  -0.244  -2.456  -2.823
P  1.045  -3.670  -2.446
O  0.711  -5.045  -2.826
O  2.406  -3.150  -3.114
O  1.381  -3.584  -0.899
C  -0.133  -1.166  -2.226
N  0.963  -0.884  -1.452
C  1.027  0.287  -0.920
O  2.121  0.614  -0.167
C  0.027  1.268  -1.119
C  0.115  2.611  -0.423
O  -0.297  2.456  0.956
C  -1.571  2.006  1.123
C  -2.684  2.946  0.782
O  -1.770  0.940  1.585
N  -0.999  1.060  -1.887
C  -1.097  -0.181  -2.462
H  -5.949  -5.767  -2.557
H  -6.679  -4.650  -1.401
H  -7.710  -5.575  -2.521
H  -5.658  -3.533  -3.415
H  -6.868  -4.337  -4.401
H  -8.620  -3.026  -3.603
H  -7.827  -2.766  -2.017
H  -6.472  -1.555  -4.328
H  -8.043  -0.869  -4.034
H  -6.627  0.483  -2.697
H  -7.381  -0.643  -1.599
H  -4.767  -1.614  -2.690
H  -5.491  -1.760  -1.085
H  -3.497  -0.428  -0.902
H  -4.915  0.497  -0.549
H  -3.389  1.825  -1.809
H  -4.879  1.640  -2.654
H  -3.875  0.386  -4.384
H  -2.635  1.508  -3.955
H  -3.675  -3.045  -4.864
H  -4.305  -1.449  -4.664
H  -2.054  -1.257  -6.418
H  -3.309  -2.385  -8.389
H  -4.067  -3.391  -7.116
H  -2.321  -3.357  -7.356
H  -4.421  -0.781  -7.559
H  -0.515  -4.434  -4.643
H  -2.028  -3.953  -5.317
H  -1.523  -5.830  -3.380
H  -3.363  -5.492  -1.941
H  -2.132  -4.319  -1.569
H  -3.561  -3.878  -2.557
H  2.270  -2.982  -4.054
H  2.332  -3.641  -0.758
H  2.020  0.120  0.656
H  1.144  2.938  -0.390
H  -0.533  3.299  -0.953
H  -3.578  2.361  0.620
H  -2.493  3.521  -0.115
H  -2.850  3.605  1.629
O  4.369  2.674  5.494
C  4.004  2.622  4.361
O  4.807  2.797  3.290
C  4.048  2.456  2.118
C  2.632  2.640  2.572
O  2.723  2.387  3.983
H  4.319  3.103  1.289
H  4.269  1.429  1.848
H  2.276  3.661  2.420
H  1.940  1.957  2.093
O  6.062  0.650  0.646
C  5.849  -0.514  0.553
O  6.744  -1.424  0.120
C  6.206  -2.733  0.351
C  4.721  -2.460  0.401
O  4.668  -1.109  0.869
H  6.496  -3.409  -0.449
H  6.586  -3.111  1.298
H  4.255  -2.499  -0.587
H  4.191  -3.121  1.083
O  3.595  7.869  9.523
C  3.859  6.887  8.912
O  4.402  5.767  9.436
C  4.352  4.729  8.443
C  4.290  5.521  7.157
O  3.647  6.734  7.578
H  5.227  4.091  8.511
H  3.457  4.127  8.607
H  5.278  5.764  6.766
H  3.712  5.028  6.382
O  1.095  8.727  2.266
C  1.105  8.599  3.446
O  2.220  8.468  4.200
C  1.847  8.556  5.584
C  0.389  8.153  5.542
O  -0.005  8.552  4.224
H  2.460  7.893  6.189
H  1.984  9.585  5.922
H  0.251  7.074  5.636
H  -0.219  8.657  6.289
O  5.783  -3.982  3.547
C  6.896  -3.891  3.953
O  8.002  -4.199  3.234
C  9.150  -3.739  3.958
C  8.632  -3.695  5.381
O  7.233  -3.458  5.186
H  9.983  -4.423  3.823
H  9.429  -2.753  3.583
H  8.757  -4.645  5.902
H  9.071  -2.899  5.975

***

The following is a quantum chemistry calculation of a cluster of 10 separate species, C40H60O20 in total at a distorted geometry, from OMol25.

HOMO-LUMO gap	0.3752	Eh
LUMO level	0.18	eV
energy relative to the best compared isomer or geometry (same formula, charge and spin)	151.9	kcal/mol
SMILES	O=C1CCCO1.O=C1CCCO1.O=C1CCCO1.O=C1CCCO1.O=C1CCCO1.O=C1CCCO1.O=C1CCCO1.O=C1CCCO1.O=C1CCCO1.O=C1CCCO1

Element x y z (Å)
O  -2.529  6.697  9.562
C  -2.253  6.420  8.396
C  -1.241  5.369  7.990
C  -1.440  5.106  6.508
C  -2.140  6.416  6.101
O  -2.855  6.963  7.288
H  -0.270  5.839  8.148
H  -1.347  4.451  8.567
H  -0.588  4.666  5.989
H  -2.236  4.372  6.384
H  -1.330  7.068  5.776
H  -2.899  6.369  5.320
O  -1.762  0.036  1.474
C  -1.895  0.042  0.297
C  -0.824  -0.055  -0.673
C  -1.511  0.554  -1.804
C  -2.969  0.105  -1.591
O  -3.110  -0.076  -0.210
H  0.163  0.308  -0.385
H  -0.762  -1.141  -0.732
H  -1.330  1.620  -1.669
H  -1.113  0.271  -2.778
H  -3.675  0.863  -1.932
H  -3.103  -0.860  -2.081
O  7.822  -2.211  5.528
C  6.740  -1.616  5.508
C  5.340  -2.266  5.913
C  4.316  -1.141  5.726
C  5.163  0.185  5.577
O  6.538  -0.255  5.245
H  4.920  -3.025  5.255
H  5.315  -2.743  6.893
H  3.593  -1.284  4.923
H  3.770  -1.022  6.662
H  4.686  0.859  4.865
H  5.248  0.621  6.572
O  -0.504  -4.778  9.722
C  -1.531  -4.828  9.077
C  -2.585  -5.817  9.190
C  -3.116  -5.794  7.720
C  -2.941  -4.375  7.296
O  -1.769  -4.068  7.963
H  -2.137  -6.785  9.413
H  -3.398  -5.510  9.847
H  -2.435  -6.330  7.059
H  -4.141  -6.154  7.633
H  -2.871  -4.268  6.214
H  -3.809  -3.776  7.570
O  -6.403  1.757  -9.180
C  -5.719  2.777  -9.021
C  -5.258  3.750  -10.069
C  -4.410  4.688  -9.324
C  -4.160  4.028  -7.954
O  -5.236  3.190  -7.794
H  -4.711  3.166  -10.809
H  -6.036  4.223  -10.668
H  -3.520  4.973  -9.884
H  -4.883  5.651  -9.127
H  -3.274  3.402  -7.848
H  -4.039  4.787  -7.181
O  -7.882  -7.938  1.866
C  -8.172  -7.490  0.788
C  -7.640  -7.900  -0.614
C  -7.863  -6.688  -1.462
C  -9.098  -6.014  -0.710
O  -9.006  -6.513  0.621
H  -6.639  -8.330  -0.626
H  -8.252  -8.603  -1.178
H  -6.892  -6.209  -1.591
H  -8.145  -6.923  -2.489
H  -8.813  -4.972  -0.852
H  -10.056  -6.401  -1.057
O  3.109  4.159  -6.042
C  4.152  4.531  -6.688
C  4.251  4.696  -8.163
C  5.754  5.029  -8.333
C  6.116  5.664  -6.996
O  5.190  4.984  -6.075
H  3.962  3.935  -8.887
H  3.626  5.537  -8.466
H  6.454  4.286  -8.715
H  5.977  5.788  -9.083
H  7.065  5.289  -6.611
H  6.144  6.754  -6.992
O  1.765  -6.420  1.190
C  1.380  -7.357  1.864
C  2.235  -8.327  2.652
C  1.154  -9.168  3.230
C  0.032  -9.030  2.206
O  0.081  -7.674  1.874
H  3.026  -8.611  1.957
H  2.687  -7.795  3.489
H  1.456  -10.205  3.373
H  0.763  -8.740  4.153
H  0.090  -9.696  1.345
H  -0.929  -9.243  2.675
O  0.003  7.896  -1.567
C  0.972  8.330  -0.905
C  2.263  7.731  -0.602
C  2.735  8.658  0.458
C  2.250  9.950  -0.156
O  1.028  9.591  -0.636
H  2.224  6.649  -0.468
H  2.740  7.771  -1.581
H  2.252  8.361  1.389
H  3.821  8.578  0.514
H  2.243  10.701  0.634
H  2.883  10.292  -0.975
O  6.990  -2.032  -7.201
C  6.225  -1.941  -6.282
C  6.553  -1.751  -4.794
C  5.261  -1.367  -4.072
C  4.205  -1.752  -5.104
O  4.912  -1.889  -6.359
H  6.835  -2.738  -4.427
H  7.392  -1.061  -4.706
H  5.369  -1.805  -3.079
H  5.177  -0.299  -3.872
H  3.611  -2.645  -4.908
H  3.432  -1.048  -5.413